[1]
Molecular formula: C6H15NO
Method: DFT, ωB97M-V/def2-TZVPD

Positions of all 23 atoms, in Å:
C  2.8394  -0.8094  1.3052
C  1.9731  -0.1488  0.2020
C  1.9269  -1.3417  2.4114
O  1.5810  -2.5106  2.5085
N  1.3993  -0.3988  3.2566
H  3.5463  -1.6054  1.0673
H  3.5392  -0.0910  1.7582
H  1.2842  0.5094  0.7280
H  0.6680  -0.4935  3.9400
H  1.5396  0.5801  3.0945
H  1.2443  -0.8608  -0.1825
H  2.7215  0.2946  -0.4389
C  -2.2965  0.2815  -2.3315
C  -1.3907  1.5612  -2.2591
C  -2.8990  -0.0183  -0.9298
H  -3.1865  0.5790  -2.8845
H  -1.7767  -0.5189  -2.8375
H  -0.9730  1.6957  -3.2479
H  -2.5285  0.6615  -0.1675
H  -3.9859  0.0026  -0.9006
H  -2.6160  -1.0547  -0.7031
H  -1.9592  2.4035  -1.8870
H  -0.6508  1.2827  -1.5015

The calculation puts the gap between HOMO and LUMO at 10.43 eV. As for the net charge: 0. The SMILES is CCC(N)=O.CCC.

Okay, here come the natural (NBO) numbers, in e, for every atom: number 1, C, carries -0.4917; number 2, C, carries -0.6094; number 3, C, carries 0.6724; number 4, O, carries -0.6086; number 5, N, carries -0.8368; number 6, H, carries 0.2346; number 7, H, carries 0.2047; number 8, H, carries 0.2052; number 9, H, carries 0.4030; number 10, H, carries 0.3768; number 11, H, carries 0.2246; number 12, H, carries 0.2248; number 13, C, carries -0.3943; number 14, C, carries -0.6004; number 15, C, carries -0.6185; number 16, H, carries 0.1924; number 17, H, carries 0.2005; number 18, H, carries 0.2076; number 19, H, carries 0.1993; number 20, H, carries 0.2076; number 21, H, carries 0.2106; number 22, H, carries 0.2021; number 23, H, carries 0.1938

***

[2]
Molecular formula: C3H10NS2
Method: DFT, ωB97M-V/def2-TZVPD

Positions of all 16 atoms, in Å:
N  -0.0453  -0.7030  1.4986
C  -0.9365  0.2442  0.8772
C  -1.4789  -0.0582  -0.5678
S  -3.0777  -0.5366  -0.6754
S  2.1321  0.5347  0.0210
C  3.9561  0.7074  -0.4948
H  0.9068  -0.7969  1.1072
H  -0.4627  -1.5084  1.9457
H  -2.2889  -2.3368  -0.1799
H  -1.8095  0.4360  1.6001
H  -0.4764  1.2191  0.6810
H  -0.7392  -0.6730  -1.0799
H  -1.5596  0.8751  -1.1799
H  4.1196  0.4960  -1.5392
H  4.3083  1.7149  -0.3536
H  4.5317  -0.0590  0.0573

The calculation puts the gap between HOMO and LUMO at 3.87 eV. As for the net charge: +1.

Okay, here come the natural (NBO) numbers, in e, for every atom: number 1, N, carries -0.6331; number 2, C, carries -0.2651; number 3, C, carries -0.6533; number 4, S, carries 0.3054; number 5, S, carries 0.2645; number 6, C, carries -0.7484; number 7, H, carries 0.3996; number 8, H, carries 0.4129; number 9, H, carries 0.1127; number 10, H, carries 0.2445; number 11, H, carries 0.2564; number 12, H, carries 0.2490; number 13, H, carries 0.2524; number 14, H, carries 0.2835; number 15, H, carries 0.2551; number 16, H, carries 0.2638

***

[3]
Molecular formula: C5H10N2O
Method: DFT, ωB97M-V/def2-TZVPD

Positions of all 18 atoms, in Å:
C  -0.5571  -0.1388  -1.7694
C  -1.3653  -1.3188  1.3598
C  -2.1736  0.5244  0.3201
C  -1.0910  -0.0156  -0.3855
N  -2.5025  -0.3364  1.3726
N  -0.5628  -1.1438  0.3710
H  -3.0874  -0.0701  2.1630
H  -1.4231  -2.1285  2.0732
H  -2.6460  1.4903  0.1460
H  -1.2205  -0.8263  -2.2884
H  0.4334  -0.5891  -1.8103
H  -0.4111  0.8700  -2.2694
C  2.5139  0.5229  -0.1410
O  3.1134  1.1073  1.0055
H  4.0270  0.8748  1.1843
H  1.7558  1.2633  -0.3733
H  3.1698  0.3500  -1.0357
H  2.0271  -0.4356  0.0776

The spin multiplicity is 2. The calculation puts the gap between HOMO and LUMO (alpha / beta) at 8.81 / 5.04 eV. As for the net charge: +1.

Okay, here come the natural (NBO) numbers, in e, for every atom: number 1, C, carries -0.6886; number 2, C, carries 0.3315; number 3, C, carries 0.1137; number 4, C, carries 0.3425; number 5, N, carries -0.5071; number 6, N, carries -0.4168; number 7, H, carries 0.4622; number 8, H, carries 0.2474; number 9, H, carries 0.2712; number 10, H, carries 0.2890; number 11, H, carries 0.2831; number 12, H, carries 0.2670; number 13, C, carries -0.2508; number 14, O, carries -0.7319; number 15, H, carries 0.4842; number 16, H, carries 0.1619; number 17, H, carries 0.1821; number 18, H, carries 0.1595

***

Listing electronic energy for the structures above in their given order: -10002.5787, -26419.1450, -10364.9895 eV.
Listing ΔE to the lowest compared entry with this formula, charge and spin for the structures above in their given order: 1.178, 8.405, 1.997 eV.